# 1
Entry from the Open Molecules 2025 dataset: 8 unconnected molecules or ions with the total composition C14H26Br12Cl6 in a non-equilibrium geometry (ωB97M-V/def2-TZVPD).

Element x y z (Å)
Cl 1.40 -3.76 2.47
C -0.21 -3.47 3.09
Cl -0.33 -3.78 4.76
Cl -1.33 -4.57 2.26
H -0.53 -2.45 2.86
Cl 1.92 3.96 0.52
C 2.16 3.92 -1.19
Cl 3.30 2.62 -1.57
Cl 2.44 5.60 -1.85
H 1.17 3.69 -1.57
Br -2.38 -2.78 -0.61
C -1.06 -3.83 -1.59
C -1.76 -5.26 -1.57
Br -0.50 -6.48 -2.55
H -0.14 -3.75 -1.01
H -0.93 -3.52 -2.63
H -2.68 -5.31 -2.15
H -1.92 -5.66 -0.56
Br -0.89 2.09 -2.22
C -0.57 0.39 -1.28
C 0.31 0.70 -0.04
Br 0.59 -0.87 1.05
H -0.02 -0.26 -1.96
H -1.52 0.01 -0.91
H -0.21 1.45 0.56
H 1.23 1.25 -0.25
Br -4.54 1.65 0.25
C -4.94 0.77 -1.49
C -5.73 1.69 -2.41
Br -4.64 3.31 -2.84
H -5.41 -0.17 -1.19
H -3.98 0.54 -1.95
H -6.68 2.02 -2.00
H -5.90 1.30 -3.42
Br 6.54 -3.26 -0.92
C 4.69 -2.60 -0.67
C 4.24 -2.27 -2.14
Br 2.28 -2.00 -2.24
H 4.71 -1.73 -0.01
H 4.19 -3.45 -0.21
H 4.46 -3.13 -2.75
H 4.76 -1.41 -2.56
Br 2.45 -1.27 6.30
C 3.24 -0.81 4.49
C 2.50 0.44 3.91
Br 3.61 1.16 2.37
H 3.26 -1.64 3.79
H 4.28 -0.61 4.77
H 2.46 1.22 4.66
H 1.53 0.18 3.48
Br -0.15 6.37 0.64
C -1.54 5.49 -0.47
C -2.23 4.37 0.32
Br -3.00 5.07 2.00
H -1.09 5.04 -1.35
H -2.20 6.31 -0.77
H -1.65 3.50 0.63
H -3.05 3.99 -0.28

Values from the calculation:
LUMO level   0.055 eV
Gap between HOMO and LUMO   0.354 hartree
Multiplicity   1
Structure (SMILES)   ClC(Cl)Cl.ClC(Cl)Cl.BrCCBr.BrCCBr.BrCCBr.BrCCBr.BrCCBr.BrCCBr
Net charge   0
F_max   0.0473 Eh/bohr
Calculated total energy   -930583.9943 eV
Energy above the lowest of the compared OMol25 structures with the same formula, charge and spin   154.72 kJ/mol

# 2
Entry from the Open Molecules 2025 dataset: C9H14N2O in the gas phase in a non-equilibrium geometry (ωB97M-V/def2-TZVPD).

Element x y z (Å)
C 1.25 -2.60 -0.31
C 1.41 -1.87 1.14
C 2.67 -1.92 1.98
C 1.20 -0.51 0.63
O 2.21 0.05 -0.07
C 0.00 0.12 0.46
C -0.20 1.37 -0.41
C -1.57 1.64 -0.89
C -2.62 2.25 -0.17
N -3.60 2.45 -1.13
C -3.21 1.90 -2.29
N -2.00 1.38 -2.13
H 1.23 -3.74 -0.19
H 0.32 -2.13 -0.70
H 2.10 -2.42 -0.89
H 0.61 -1.93 1.86
H 2.65 -2.87 2.52
H 2.55 -1.15 2.85
H 3.65 -1.82 1.45
H 2.07 0.97 -0.18
H -0.92 -0.34 0.84
H 0.12 2.17 0.32
H 0.59 1.26 -1.21
H -2.39 2.86 0.68
H -4.42 2.97 -0.95
H -3.71 1.91 -3.21

Values from the calculation:
LUMO level   0.862 eV
Gap between HOMO and LUMO   0.326 hartree
Multiplicity   1
Structure (SMILES)   CC(C)/C(O)=C/Cc1c[nH]cn1
Net charge   0
F_max   0.0811 Eh/bohr
Calculated total energy   -14585.6894 eV
Energy above the lowest of the compared OMol25 structures with the same formula, charge and spin   182.59 kJ/mol

# 3
Entry from the Open Molecules 2025 dataset: 10 unconnected molecules or ions with the total composition C63H63N10O23 in a non-equilibrium geometry (ωB97M-V/def2-TZVPD).

Element x y z (Å)
C -0.80 2.68 -2.85
C 0.23 3.79 -3.00
O -0.43 5.05 -2.80
C 0.91 3.80 -4.37
O 1.15 2.54 -4.94
N 1.95 1.71 -4.12
C 3.31 2.20 -3.86
C 3.98 2.72 -5.10
C 5.37 3.32 -4.81
C 5.42 4.41 -3.75
C 4.54 5.62 -4.05
O 5.30 6.82 -3.90
C 4.07 0.98 -3.26
O 4.64 0.22 -4.05
O 3.99 0.92 -2.02
H -1.64 3.08 -2.29
H -0.38 1.88 -2.25
H -1.13 2.29 -3.81
H 1.00 3.72 -2.23
H 0.08 5.73 -3.26
H 0.23 4.31 -5.07
H 1.82 4.41 -4.32
H 1.46 1.53 -3.25
H 3.30 2.94 -3.06
H 4.12 1.91 -5.82
H 3.38 3.49 -5.60
H 6.04 2.51 -4.53
H 5.74 3.76 -5.74
H 5.20 4.02 -2.76
H 6.44 4.79 -3.70
H 3.68 5.64 -3.37
H 4.15 5.55 -5.08
H 4.69 7.56 -3.94
C -2.75 -3.63 -2.30
C -1.82 -2.60 -2.20
C -2.25 -1.29 -2.12
C -3.61 -1.03 -2.14
C -4.55 -2.04 -2.24
C -4.11 -3.35 -2.32
N -4.07 0.36 -2.05
O -3.22 1.23 -1.97
O -5.27 0.57 -2.05
H -2.41 -4.66 -2.36
H -0.77 -2.82 -2.19
H -1.55 -0.47 -2.05
H -5.61 -1.81 -2.26
H -4.83 -4.15 -2.40
C -6.24 -9.34 -0.98
C -5.47 -9.15 0.16
C -4.27 -8.47 0.09
C -3.86 -7.99 -1.15
C -4.61 -8.16 -2.29
C -5.81 -8.85 -2.20
N -2.58 -7.27 -1.24
O -1.92 -7.14 -0.23
O -2.25 -6.85 -2.33
H -7.19 -9.87 -0.91
H -5.81 -9.53 1.12
H -3.65 -8.32 0.96
H -4.26 -7.78 -3.24
H -6.41 -9.01 -3.08
C -4.41 3.40 0.21
C -3.46 4.41 0.27
C -3.85 5.74 0.29
C -5.20 6.03 0.25
C -6.17 5.04 0.18
C -5.76 3.72 0.16
N -5.63 7.44 0.29
O -4.77 8.29 0.33
O -6.83 7.67 0.28
H -4.10 2.37 0.19
H -2.41 4.16 0.29
H -3.12 6.53 0.33
H -7.22 5.30 0.15
H -6.50 2.93 0.10
C 0.28 -12.07 -1.92
C -1.02 -12.37 -1.54
C -2.09 -11.86 -2.25
C -1.84 -11.05 -3.34
C -0.56 -10.73 -3.74
C 0.51 -11.24 -3.02
N -2.98 -10.50 -4.10
O -4.09 -10.76 -3.70
O -2.73 -9.80 -5.05
H 1.11 -12.47 -1.37
H -1.20 -13.00 -0.68
H -3.11 -12.08 -1.95
H -0.39 -10.08 -4.59
H 1.52 -11.00 -3.32
C -9.41 -7.59 -7.61
C -8.39 -7.67 -6.68
C -8.66 -8.10 -5.39
C -9.96 -8.45 -5.07
C -10.99 -8.37 -5.98
C -10.71 -7.94 -7.27
N -10.25 -8.92 -3.70
O -9.33 -8.96 -2.91
O -11.39 -9.24 -3.45
H -9.19 -7.26 -8.62
H -7.37 -7.40 -6.95
H -7.88 -8.16 -4.65
H -11.99 -8.64 -5.70
H -11.50 -7.87 -8.00
C 3.71 1.64 0.79
C 4.39 2.06 1.93
C 3.71 2.29 3.11
C 2.34 2.11 3.13
C 1.64 1.70 2.01
C 2.33 1.47 0.84
N 1.62 2.34 4.38
O 2.24 2.71 5.36
O 0.41 2.15 4.39
H 4.23 1.44 -0.15
H 5.46 2.20 1.89
H 4.23 2.62 4.00
H 0.57 1.56 2.06
H 1.81 1.14 -0.05
C 10.77 1.20 3.48
C 9.39 1.26 3.56
C 8.65 1.70 2.47
C 9.32 2.07 1.32
C 10.69 2.03 1.23
C 11.42 1.59 2.32
N 8.54 2.53 0.16
O 7.33 2.59 0.27
O 9.16 2.82 -0.84
H 11.34 0.85 4.33
H 8.88 0.95 4.46
H 7.57 1.74 2.52
H 11.19 2.33 0.32
H 12.50 1.55 2.26
C -0.83 4.59 7.20
C -0.73 5.50 8.25
C -0.14 6.74 8.05
C 0.33 7.04 6.79
C 0.25 6.15 5.73
C -0.34 4.92 5.95
N 0.95 8.36 6.56
O 1.04 9.11 7.51
O 1.33 8.62 5.44
H -1.29 3.63 7.37
H -1.11 5.24 9.23
H -0.06 7.44 8.86
H 0.63 6.42 4.76
H -0.41 4.20 5.14
C 3.62 7.41 8.64
C 4.88 7.87 9.03
C 5.75 7.02 9.70
C 5.34 5.73 9.97
C 4.10 5.25 9.59
C 3.24 6.11 8.92
N 6.27 4.82 10.67
O 7.34 5.27 11.01
O 5.90 3.68 10.87
H 2.95 8.07 8.12
H 5.18 8.88 8.81
H 6.72 7.36 10.01
H 3.81 4.24 9.81
H 2.26 5.76 8.62

Values from the calculation:
LUMO level   0.175 eV
Gap between HOMO and LUMO   0.191 hartree
Multiplicity   1
Net charge   -1
F_max   0.0200 Eh/bohr
Calculated total energy   -128322.2936 eV

# 4
Entry from the Open Molecules 2025 dataset: C6H9N in the gas phase in a non-equilibrium geometry (ωB97M-V/def2-TZVPD).

Element x y z (Å)
C 1.75 0.96 1.56
C 1.50 -0.08 0.59
C 1.34 -0.96 -0.23
C 0.16 -1.44 -0.97
C -0.97 -0.60 -0.32
C -1.21 0.76 -0.83
N -2.27 -0.25 -0.93
H 1.43 1.95 1.22
H 2.84 0.95 1.65
H 1.29 0.73 2.53
H -0.02 -2.51 -0.83
H 0.25 -1.23 -2.04
H -1.02 -0.84 0.75
H -0.78 0.98 -1.80
H -1.35 1.62 -0.18
H -2.94 -0.05 -0.18

Values from the calculation:
LUMO level   0.911 eV
Gap between HOMO and LUMO   0.374 hartree
Multiplicity   1
Structure (SMILES)   CC#CC[C@H]1CN1
Net charge   0
F_max   0.0198 Eh/bohr
Calculated total energy   -7854.3356 eV
Energy above the lowest of the compared OMol25 structures with the same formula, charge and spin   368.96 kJ/mol

# 5
Entry from the Open Molecules 2025 dataset: a molecular structure, C20H42N5O6PSSb in a non-equilibrium geometry (ωB97M-V/def2-TZVPD).

Element x y z (Å)
C 4.89 -0.15 1.37
C 3.58 -0.91 1.70
N 2.31 -0.25 1.86
Sb 1.53 1.22 0.68
C 0.33 2.04 2.38
N 0.32 1.18 3.57
C 0.70 2.89 -0.52
C -0.33 2.52 -1.64
C -1.79 2.70 -1.08
C -2.86 2.51 -2.24
C -3.08 0.94 -2.39
C -4.54 0.52 -1.94
C -4.56 -0.56 -0.79
C -5.64 -1.69 -1.01
O -5.13 -2.92 -0.44
C -5.11 -2.88 0.93
C -4.16 -3.89 1.66
O -5.79 -2.16 1.61
C 2.65 0.64 -1.17
C 2.59 -0.88 -1.50
S 2.60 -1.20 -3.35
C 4.00 -2.30 -3.60
N 4.85 -2.44 -4.64
N 5.73 -3.39 -4.24
C 5.48 -3.85 -3.01
O 4.36 -3.15 -2.62
N -0.13 0.04 -0.01
C -0.59 -0.77 0.85
C -1.88 -0.45 1.71
C -0.07 -2.26 1.09
P 3.32 2.93 1.34
O 4.40 3.10 0.32
O 2.58 4.46 1.44
O 3.90 2.65 2.90
H 5.28 0.50 2.20
H 4.91 0.48 0.45
H 5.70 -0.92 1.23
H 3.82 -1.42 2.69
H 3.49 -1.81 1.01
H 1.73 -0.71 2.55
H -0.71 2.24 2.00
H 0.72 3.05 2.69
H -0.32 1.48 4.31
H 1.24 0.92 3.91
H 1.57 3.45 -0.97
H 0.21 3.64 0.16
H -0.24 3.32 -2.43
H -0.17 1.55 -2.15
H -1.91 3.76 -0.70
H -2.04 1.97 -0.27
H -2.42 2.95 -3.17
H -3.82 3.04 -2.01
H -2.37 0.42 -1.71
H -2.87 0.62 -3.44
H -5.13 1.40 -1.57
H -5.05 0.11 -2.86
H -3.55 -1.06 -0.75
H -4.77 -0.07 0.20
H -5.75 -1.80 -2.12
H -6.64 -1.41 -0.58
H -3.30 -4.20 1.02
H -3.81 -3.38 2.58
H -4.73 -4.83 1.88
H 2.05 1.12 -2.00
H 3.65 1.10 -1.25
H 1.70 -1.43 -1.11
H 3.56 -1.32 -1.16
H 6.02 -4.63 -2.45
H -2.19 0.61 1.52
H -1.71 -0.60 2.80
H -2.74 -1.06 1.33
H -0.84 -2.91 0.59
H 0.96 -2.42 0.71
H -0.20 -2.44 2.19
H 2.49 4.69 2.38
H 3.72 1.71 3.08

Values from the calculation:
LUMO level   2.487 eV
Gap between HOMO and LUMO   0.258 hartree
Multiplicity   1
Net charge   -1
F_max   0.1030 Eh/bohr
Calculated total energy   -67815.9888 eV
Energy above the lowest of the compared OMol25 structures with the same formula, charge and spin   287.78 kJ/mol

# 6
Entry from the Open Molecules 2025 dataset: a molecular structure, C28H26F3NO2PSe2Tl (ωB97M-V/def2-TZVPD).

Element x y z (Å)
Tl 0.77 0.65 0.38
Se -2.45 2.79 0.23
P -3.07 0.84 0.88
Se -1.83 -0.94 0.69
C -3.64 0.98 2.63
C -3.40 -0.05 3.53
C -3.72 0.10 4.86
C -4.27 1.29 5.31
C -4.54 2.31 4.42
C -4.22 2.16 3.08
C -4.63 0.53 -0.05
C -5.50 1.59 -0.28
C -6.53 1.47 -1.20
C -6.69 0.28 -1.90
C -5.87 -0.79 -1.63
C -4.85 -0.67 -0.70
H -2.94 -0.96 3.17
H -3.51 -0.70 5.56
H -4.48 1.43 6.37
H -4.98 3.24 4.77
H -4.37 2.98 2.39
H -5.33 2.54 0.22
H -7.17 2.32 -1.41
H -7.46 0.21 -2.66
H -6.00 -1.73 -2.16
H -4.18 -1.50 -0.51
O -2.18 -1.94 -4.21
C -1.49 -1.75 -3.07
O -1.05 -0.69 -2.75
C -1.34 -3.04 -2.25
N -1.84 -4.17 -3.06
C -0.70 -4.99 -3.47
C 0.54 -4.12 -3.22
C 0.13 -3.33 -1.98
H -1.89 -2.90 -1.32
H -2.35 -2.91 -4.23
H -2.53 -4.72 -2.55
H -0.82 -5.26 -4.53
H -0.63 -5.92 -2.88
H 0.70 -3.44 -4.05
H 1.44 -4.72 -3.07
H 0.70 -2.42 -1.83
H 0.24 -3.95 -1.08
C 4.03 -2.12 -3.83
C 3.34 -0.93 -3.55
C 2.77 -0.74 -2.32
C 2.85 -1.70 -1.29
C 2.23 -1.45 -0.02
C 2.46 -2.43 0.93
C 3.20 -3.60 0.68
C 3.72 -3.86 -0.56
C 3.57 -2.90 -1.58
C 4.13 -3.09 -2.87
H 4.48 -2.27 -4.80
H 3.27 -0.16 -4.32
H 2.22 0.18 -2.12
H 2.06 -2.30 1.93
H 3.34 -4.32 1.48
H 4.27 -4.77 -0.76
H 4.65 -4.02 -3.08
F 2.14 1.38 3.49
C 1.04 0.61 3.05
F -0.02 1.25 3.69
F 1.19 -0.53 3.85

Values from the calculation:
LUMO level   4.206 eV
Gap between HOMO and LUMO   0.178 hartree
Multiplicity   1
Net charge   -2
F_max   0.0131 Eh/bohr
Calculated total energy   -187872.3641 eV
Energy above the lowest of the compared OMol25 structures with the same formula, charge and spin   0.00 kJ/mol

# 7
Entry from the Open Molecules 2025 dataset: 2 unconnected molecules or ions with the total composition C2H2BrO2P in a non-equilibrium geometry (ωB97M-V/def2-TZVPD).

Element x y z (Å)
C -1.98 1.09 0.43
C -1.07 1.41 -0.30
Br 0.17 1.53 -1.59
H -2.70 1.16 1.13
O 1.01 -2.73 0.07
P 0.44 -1.42 -0.26
O 1.60 -0.31 0.14
H 2.53 -0.73 0.38

Values from the calculation:
LUMO level   -0.020 eV
Gap between HOMO and LUMO   0.371 hartree
Multiplicity   1
Structure (SMILES)   C#CBr.O=PO
Net charge   0
F_max   0.0607 Eh/bohr
Calculated total energy   -85530.7145 eV
Energy above the lowest of the compared OMol25 structures with the same formula, charge and spin   106.66 kJ/mol

# 8
Entry from the Open Molecules 2025 dataset: a molecular structure, C3H8ClN in a non-equilibrium geometry (ωB97M-V/def2-TZVPD).

Element x y z (Å)
C -0.47 -0.82 -1.04
C 0.61 0.26 -0.74
C 0.73 0.48 0.81
H -1.43 -0.85 -0.63
H -0.89 -0.81 -2.06
H 0.17 -1.83 -0.94
H 1.50 0.28 -1.20
H 1.05 1.71 0.91
H 1.53 -0.13 1.46
H -1.71 0.59 0.77
H -0.74 -0.99 1.89
N -0.48 0.16 1.73
Cl 0.12 1.95 -0.97

Values from the calculation:
LUMO level   0.404 eV
Gap between HOMO and LUMO   0.373 hartree
Multiplicity   1
Net charge   0
F_max   0.1342 Eh/bohr
Calculated total energy   -17247.6572 eV
Energy above the lowest of the compared OMol25 structures with the same formula, charge and spin   511.68 kJ/mol

no.,E_HOMO (eV)
1,-9.591
2,-8.017
3,-5.024
4,-9.279
5,-4.528
6,-0.645
7,-10.122
8,-9.739